1.
# C39H33FN7O4SV

C39H33FN7O4SV as an isolated structure at a distorted geometry (ωB97M-V/def2-TZVPD, the OMol25 dataset).

Geometry (Å):
V1 0.236454 1.455827 0.535423
N1 1.760607 5.563165 2.605569
C1 0.926977 4.831413 1.763488
S1 -0.720685 5.241287 1.850544
N2 1.633953 4.057841 0.969691
N3 1.249351 3.055124 0.109474
C2 2.036740 3.003087 -0.928771
C3 2.002774 2.053682 -2.006789
C4 3.061669 2.046614 -2.923899
C5 3.096491 1.175007 -3.991032
C6 2.031388 0.294815 -4.180264
C7 0.963810 0.286910 -3.309153
C8 0.919455 1.137546 -2.181229
O1 -0.057676 1.070022 -1.334459
H1 1.289036 5.931779 3.413018
H2 2.651851 5.119053 2.780269
H3 2.810025 3.768076 -0.987238
H4 3.884442 2.732933 -2.751641
H5 3.950589 1.162918 -4.656452
H6 2.052713 -0.400128 -5.012772
H7 0.142910 -0.408504 -3.447359
C9 3.625364 1.832058 1.885256
C10 2.558779 1.279609 2.789971
C11 2.993402 0.678403 3.961061
C12 2.072608 0.111636 4.837206
C13 0.738847 0.217171 4.538584
C14 0.343119 0.874165 3.362518
N4 1.251644 1.372299 2.482158
C15 -1.040217 1.043256 2.993026
C16 -2.076858 0.576667 3.807081
C17 -3.377484 0.659259 3.369608
C18 -3.619145 1.243883 2.130372
C19 -2.565364 1.712219 1.361435
N5 -1.275330 1.619224 1.780020
C20 -2.804017 2.335202 0.056785
C21 -4.076927 2.399998 -0.520345
C22 -4.234328 3.042262 -1.729387
C23 -3.129922 3.635129 -2.315921
C24 -1.893691 3.537168 -1.683463
C25 -0.704025 4.206865 -2.304949
N6 -1.737066 2.875842 -0.540484
H8 4.159432 2.634097 2.399703
H9 3.217925 2.206636 0.960778
H10 4.335828 1.040533 1.643373
H11 4.053216 0.639039 4.174554
H12 2.403082 -0.404616 5.729994
H13 0.005093 -0.217939 5.199166
H14 -1.861909 0.142283 4.770783
H15 -4.192493 0.269471 3.965435
H16 -4.632933 1.329922 1.772984
H17 -4.934927 1.946967 -0.047244
H18 -5.207115 3.089779 -2.203605
H19 -3.221309 4.171064 -3.251894
H20 -1.009498 5.137281 -2.784607
H21 -0.262765 3.559135 -3.066370
H22 0.041684 4.415963 -1.547210
C26 1.828474 -5.164742 -2.648900
C27 0.778035 -5.310643 -1.550191
C28 -0.422157 -6.088493 -2.078290
C29 -1.452213 -6.275886 -0.975774
C30 -1.846121 -4.930945 -0.430093
C31 -3.103648 -4.738388 0.113875
C32 -3.455750 -3.493587 0.608374
F1 -4.699069 -3.333726 1.111645
C33 -2.585504 -2.439219 0.606280
C34 -1.301043 -2.624825 0.083003
C35 -0.345832 -1.522092 0.185243
O2 -0.680214 -0.485629 0.776946
C36 0.948369 -1.779005 -0.364874
C37 1.212343 -2.980488 -0.932022
N7 0.330863 -4.008494 -1.030226
C38 -0.934664 -3.865097 -0.470148
C39 2.094194 -0.794115 -0.279637
O3 3.197685 -1.174856 -0.672797
O4 1.853202 0.350197 0.223488
H23 1.976630 -6.133179 -3.125882
H24 2.791164 -4.836539 -2.262865
H25 1.493458 -4.450922 -3.402763
H26 1.217816 -5.876812 -0.718663
H27 -0.081779 -7.053350 -2.455050
H28 -0.865829 -5.531479 -2.908422
H29 -1.022294 -6.891442 -0.178796
H30 -2.331576 -6.800843 -1.351528
H31 -3.812811 -5.555073 0.153377
H32 -2.853574 -1.469358 1.006430
H33 2.206276 -3.131368 -1.324538

Cartesian forces (eV/Å) of the 2 atoms listed first:
V -1.183 -0.479 0.807
N 0.359 -0.019 0.159

Output
expectation value of S² = 0.78
net charge = -1
electronic energy = -3632.476736 hartree
HOMO-LUMO gap (alpha / beta) = 4.63 / 4.72 eV
spin multiplicity = 2

These are the Mulliken partial charges, in e, on atoms 1 to 8: atom 1 (V): -0.642, atom 2 (N): -0.551, atom 3 (C): 0.261, atom 4 (S): -0.552, atom 5 (N): -1.483, atom 6 (N): 2.764, atom 7 (C): -1.297, atom 8 (C): 1.204



2.
# C39H33GeN5O4W

C39H33GeN5O4W as an isolated structure (ωB97M-V/def2-TZVPD, the OMol25 dataset).

Geometry (Å):
W1 1.417737 -0.777526 -0.495287
O1 0.990889 -1.953642 -1.933466
C1 1.220079 -3.214728 -2.303693
C2 1.463952 -3.528551 -3.633001
C3 1.677465 -4.855316 -3.961731
C4 1.634852 -5.869512 -2.995278
C5 1.370831 -5.554672 -1.684115
C6 1.172052 -4.210120 -1.323194
C7 0.819075 -3.840965 -0.002829
N1 0.727100 -2.637293 0.484479
C8 0.244172 -2.598325 1.881001
C9 -0.087842 -1.166124 2.170272
N2 1.013175 -0.386922 1.576857
C10 1.683715 0.352138 2.434730
C11 2.801971 1.169739 2.193177
C12 3.483024 1.830300 3.236837
C13 4.559140 2.623270 2.934361
C14 4.962321 2.784241 1.596541
C15 4.303590 2.163206 0.553848
C16 3.223755 1.345681 0.867937
O2 2.515276 0.747550 -0.073840
H1 1.483256 -2.744028 -4.376939
H2 1.878196 -5.116273 -4.992583
H3 1.801250 -6.896618 -3.286847
H4 1.319006 -6.327536 -0.927185
H5 0.587426 -4.659270 0.678496
H6 1.035631 -2.955199 2.544199
H7 -0.629098 -3.240775 1.989748
H8 -0.169242 -0.968117 3.237181
H9 -1.022125 -0.855304 1.711180
H10 1.335278 0.310500 3.464283
H11 3.155121 1.700901 4.260746
H12 5.100063 3.131801 3.719484
H13 5.811352 3.418432 1.377021
H14 4.598056 2.298876 -0.478112
O3 2.371018 1.939522 -2.766511
C17 1.371271 1.745459 -2.167558
O4 1.038358 0.395498 -1.892075
C18 0.392873 2.768829 -1.667127
C19 -0.048673 2.582184 -0.210096
Ge1 -1.729544 1.598070 0.134433
C20 -1.886612 -0.123079 -0.834519
C21 -2.359110 -1.294088 -0.232572
C22 -2.821155 -2.368455 -0.988720
C23 -2.849385 -2.278248 -2.369435
C24 -2.428069 -1.106944 -2.995609
C25 -1.962284 -0.051701 -2.237993
C26 -3.218460 2.651047 -0.520285
C27 -4.368503 2.027936 -1.004086
C28 -5.456060 2.781389 -1.422235
C29 -5.401868 4.166897 -1.368638
C30 -4.262462 4.799152 -0.891715
C31 -3.178656 4.044274 -0.466877
C32 -1.814006 1.286587 2.056851
C33 -2.928544 0.654489 2.613956
C34 -2.991808 0.391043 3.975358
C35 -1.946639 0.773310 4.806953
C36 -0.847557 1.433693 4.275234
C37 -0.782308 1.683249 2.909119
H15 -0.464109 2.772521 -2.348920
H16 0.905962 3.718041 -1.815022
H17 -0.245019 3.573368 0.204897
H18 0.776765 2.189318 0.390266
H19 -2.431587 -1.362146 0.846762
H20 -3.197514 -3.255538 -0.494149
H21 -3.228028 -3.102447 -2.960756
H22 -2.491231 -1.015679 -4.072340
H23 -1.678466 0.859887 -2.747980
H24 -4.423191 0.945874 -1.064913
H25 -6.344887 2.287715 -1.792395
H26 -6.248046 4.754526 -1.698601
H27 -4.218836 5.879232 -0.847683
H28 -2.304156 4.560242 -0.084993
H29 -3.769340 0.380999 1.984600
H30 -3.865232 -0.093148 4.392265
H31 -2.004070 0.584113 5.870691
H32 -0.056273 1.778138 4.929951
H33 0.072735 2.225464 2.516883
N3 7.252222 -0.934626 -2.501521
C38 6.246089 -1.417089 -2.225362
N4 5.085575 -1.974888 -1.905506
C39 4.127395 -1.746409 -1.222417
N5 3.130926 -1.627402 -0.533886

Cartesian forces (eV/Å) of the 2 atoms listed first:
W 0.549 -0.066 0.240
O -0.073 0.077 -0.092

Output
net charge = +2
electronic energy = -4224.194522 hartree
HOMO-LUMO gap = 5.35 eV
ΔE to the lowest compared entry with this formula, charge and spin = 0.0 kJ/mol

These are the Mulliken partial charges, in e, on atoms 1 to 8: atom 1 (W): 2.265, atom 2 (O): -0.093, atom 3 (C): -0.269, atom 4 (C): -0.702, atom 5 (C): -0.568, atom 6 (C): -0.799, atom 7 (C): -0.940, atom 8 (C): 0.902